[1]
2 unconnected molecules or ions with the total composition C4H10NO3. Source: OMol25; level of theory: ωB97M-V/def2-TZVPD.

Positions of all 18 atoms, in Å:
C (-2.52928, 0.74688, 0.42880)
C (-0.98754, 0.74811, 0.54472)
N (-0.41481, -0.58063, 0.03202)
C (0.15334, -0.38717, -1.29691)
C (1.72038, 0.05328, -1.36398)
O (2.37804, 0.26829, -0.31212)
O (2.05519, 0.14517, -2.52209)
H (-2.86175, 1.74854, 0.47246)
H (-3.02677, 0.14000, 1.21935)
H (-2.98591, 0.56531, -0.45235)
H (-0.50507, 1.55806, -0.04301)
H (-0.66300, 0.82720, 1.57351)
H (0.27819, -0.93546, 0.66051)
H (-0.45990, 0.33070, -1.96017)
H (0.42343, -1.30833, -1.83195)
H (2.18634, -0.70672, 1.06771)
H (2.97952, -1.90997, 1.84412)
O (2.25956, -1.30325, 1.93938)

Results
Kohn-Sham gap (Ha): 0.28119
Maximum force (eV Å⁻¹): 3.89
Energy above the lowest of the compared OMol25 structures with the same formula, charge and spin (kcal per mole): 38.5
HOMO level (eV): -3.81
Multiplicity: 1
Charge: -1

---

[2]
2 unconnected molecules or ions with the total composition C4H10NO3. Source: OMol25; level of theory: ωB97M-V/def2-TZVPD.

Positions of all 18 atoms, in Å:
C (1.41981, -0.59023, 0.57371)
N (0.78204, -0.41748, -0.69283)
C (-0.27620, 0.47161, -0.93851)
O (-0.89899, 0.31702, -2.01222)
O (-0.48425, 1.33785, -0.04308)
C (0.72344, -1.58749, 1.51500)
C (1.69498, -2.31011, 2.44087)
H (1.48003, 0.37118, 1.08570)
H (2.42830, -0.95244, 0.36993)
H (1.05201, -0.98400, -1.47548)
H (-0.06641, -1.06527, 2.05798)
H (0.16044, -2.29520, 0.94509)
H (2.20102, -1.62131, 3.12126)
H (1.13887, -3.01096, 3.06926)
H (2.42932, -2.85628, 1.85606)
H (-2.54797, 1.85071, -1.79522)
H (-1.98675, 2.14083, -0.48684)
O (-2.69795, 2.48210, -1.08235)

Results
Kohn-Sham gap (Ha): 0.29912
Maximum force (eV Å⁻¹): 0.99
Energy above the lowest of the compared OMol25 structures with the same formula, charge and spin (kcal per mole): 2.3
HOMO level (eV): -4.57
Multiplicity: 1
Charge: -1

---

[3]
2 unconnected molecules or ions with the total composition C4H10NO3. Source: OMol25; level of theory: ωB97M-V/def2-TZVPD.

Positions of all 18 atoms, in Å:
C (-1.71457, 0.61700, -0.30040)
N (-0.50647, -0.26789, -0.06265)
C (-0.75190, -1.53382, -0.81641)
C (0.62951, 0.55873, -0.62535)
C (2.07233, 0.20850, -0.05863)
O (2.84211, -0.64547, -0.55593)
O (2.26110, 0.98911, 0.87820)
H (-1.86610, 1.37320, -1.08899)
H (-1.90139, 1.19944, 0.58633)
H (-2.51678, 0.03866, -0.69577)
H (-0.93376, -1.23166, -1.89203)
H (-1.73610, -1.96716, -0.48419)
H (0.00828, -2.21465, -0.67391)
H (0.85368, 0.44422, -1.66888)
H (0.39420, 1.53960, -0.26463)
H (0.77207, -0.20042, 2.06336)
H (1.25632, 1.01847, 2.72732)
O (0.83748, 0.07415, 2.93257)

Results
Kohn-Sham gap (spin up / spin down) (Ha): 0.39815 / 0.24264
Maximum force (eV Å⁻¹): 5.01
Energy above the lowest of the compared OMol25 structures with the same formula, charge and spin (kcal per mole): 67.3
HOMO level (spin up / spin down) (eV): -10.21 / -10.15
Multiplicity: 2
Expectation value of S²: 0.7556

---

[4]
2 unconnected molecules or ions with the total composition C4H10NO3. Source: OMol25; level of theory: ωB97M-V/def2-TZVPD.

Positions of all 18 atoms, in Å:
C (1.11733, -0.22308, 0.26687)
O (1.00781, 1.12067, 0.51189)
C (-0.34066, -0.81890, 0.17630)
C (-0.89760, -0.61221, -1.24902)
C (-2.40140, -0.79199, -1.40607)
O (-2.77275, -1.26147, -2.45087)
N (-1.21370, -0.16328, 1.12789)
H (1.62724, -0.30418, -0.69476)
H (1.70300, -0.69935, 1.06731)
H (-0.33715, -1.94911, 0.26681)
H (-0.55483, 0.41417, -1.45887)
H (-0.49916, -1.39781, -1.96609)
H (-2.94776, -0.80924, -0.43040)
H (-1.00729, 0.81630, 1.03602)
H (-1.08079, -0.38323, 2.10266)
H (3.17764, 2.96884, 0.63852)
H (2.31267, 1.77611, 1.11281)
O (3.10741, 2.31775, 1.34901)

Results
Kohn-Sham gap (spin up / spin down) (Ha): 0.37953 / 0.24329
Maximum force (eV Å⁻¹): 2.31
Energy above the lowest of the compared OMol25 structures with the same formula, charge and spin (kcal per mole): 56.3
HOMO level (spin up / spin down) (eV): -9.63 / -9.64
Multiplicity: 2
Expectation value of S²: 0.7545

---

[5]
A molecular structure, C4H10NO3P. Source: OMol25; level of theory: ωB97M-V/def2-TZVPD.

Positions of all 19 atoms, in Å:
C (-1.25138, -2.17966, -0.96220)
C (0.69960, 2.24943, 1.34405)
C (-0.30715, -1.00903, -1.11992)
C (1.04121, 1.16389, 0.30952)
N (-1.45341, -0.32522, 2.52739)
O (-0.44088, -0.92691, 1.64654)
O (-2.24508, -1.04799, 2.93823)
O (-1.80877, 0.80449, 0.52744)
P (-0.52115, 0.11896, 0.37530)
H (-0.78503, -3.08159, -0.55530)
H (-2.04478, -1.83127, -0.29145)
H (-1.79365, -2.48011, -1.83591)
H (1.33311, 3.11509, 1.37016)
H (-0.23027, 2.72230, 1.00210)
H (0.45217, 1.77510, 2.36094)
H (-0.69589, -0.14351, -1.82200)
H (0.76101, -1.20837, -1.31822)
H (1.77768, 0.49042, 0.55184)
H (1.24117, 1.73823, -0.70950)

Results
Kohn-Sham gap (Ha): 0.36912
Maximum force (eV Å⁻¹): 4.33
Energy above the lowest of the compared OMol25 structures with the same formula, charge and spin (kcal per mole): 72.5
HOMO level (eV): -9.89
Multiplicity: 1

---

[6]
A single C4H10NO3PS molecule. Source: OMol25; level of theory: ωB97M-V/def2-TZVPD.

Positions of all 20 atoms, in Å:
C (-1.09371, 1.27096, 2.51565)
O (-0.78623, 1.51764, 1.14423)
P (-0.95073, 0.38975, 0.02783)
S (-2.53673, -0.76051, 0.14360)
N (0.56928, -0.46601, 0.08040)
C (0.72288, -1.65879, -0.35515)
C (2.07602, -2.23523, -0.39088)
O (-0.20367, -2.50168, -0.53789)
O (-0.96536, 1.22286, -1.34909)
C (-0.00661, 2.10517, -1.91319)
H (-1.38586, 2.19483, 3.12913)
H (-0.27457, 0.66337, 2.86340)
H (-1.89037, 0.64437, 2.60822)
H (2.72267, -1.61344, -1.00797)
H (2.46494, -2.44270, 0.70657)
H (2.05131, -3.26339, -0.97739)
H (-1.00718, -2.03722, -0.38271)
H (0.29232, 2.89043, -1.24740)
H (-0.61022, 2.44002, -2.81899)
H (0.81181, 1.63956, -2.23837)

Results
Kohn-Sham gap (Ha): 0.35948
SMILES: COP(=S)(/N=C(/C)O)OC
Maximum force (eV Å⁻¹): 4.56
Energy above the lowest of the compared OMol25 structures with the same formula, charge and spin (kcal per mole): 0.0
HOMO level (eV): -9.04
Multiplicity: 1